[1]
Molecular formula: C5H7N
Method: DFT, ωB97M-V with the def2-TZVPD basis set

The max |F| comes out at 0.010 Eh/bohr. For the frontier orbital gap, the calculation gives 0.326 hartree. The SMILES is Cc1ccc[nH]1.

The geometry in ORCA input format:
```
! wB97M-V def2-TZVPD RIJCOSX def2/J DEFGRID3
* xyz 0 1
C 1.730 -0.047 -0.189
C 0.487 0.026 0.665
C -0.343 1.132 0.574
C -1.576 0.701 0.026
C -1.504 -0.670 -0.108
N -0.302 -1.071 0.385
H 2.366 -0.925 -0.044
H 1.276 -0.138 -1.188
H 2.323 0.865 -0.207
H -0.026 2.155 0.745
H -2.374 1.332 -0.341
H -2.168 -1.380 -0.582
H 0.113 -1.981 0.264
*
```

***

[2]
Molecular formula: C5H7N
Method: DFT, ωB97M-V with the def2-TZVPD basis set

The max |F| comes out at 0.074 Eh/bohr. For the frontier orbital gap (alpha / beta), the calculation gives 0.240 / 0.240 hartree.

The geometry in ORCA input format:
```
! wB97M-V def2-TZVPD RIJCOSX def2/J DEFGRID3
* xyz 0 1
C 1.514 0.692 1.274
C 1.157 -0.333 0.530
C -0.601 0.816 -0.227
C -0.859 2.069 -0.412
C -0.730 -1.709 -0.365
N -0.198 -0.385 0.091
H 2.520 0.886 1.429
H 1.807 -1.262 0.055
H -1.206 2.351 -1.411
H -0.821 2.852 0.336
H 0.075 -2.430 0.004
H -1.783 -1.857 0.112
H -0.876 -1.692 -1.416
*
```

***

[3]
Molecular formula: C5H7N
Method: DFT, ωB97M-V with the def2-TZVPD basis set

The max |F| comes out at 0.036 Eh/bohr. For the frontier orbital gap, the calculation gives 0.368 hartree.

The geometry in ORCA input format:
```
! wB97M-V def2-TZVPD RIJCOSX def2/J DEFGRID3
* xyz 0 1
C 0.002 1.070 -0.790
C -0.483 -0.441 -0.817
C 0.895 0.436 0.352
C -0.128 -0.012 1.378
C -1.041 -0.614 0.631
H 0.459 1.345 -1.785
H -0.782 1.715 -0.426
H -0.950 -0.936 -1.729
H 1.126 -1.626 -0.264
H 1.855 0.839 0.686
H -0.083 0.135 2.445
H -1.867 -1.199 0.979
N 0.998 -0.712 -0.659
*
```

***

[4]
Molecular formula: C5H7N
Method: DFT, ωB97M-V with the def2-TZVPD basis set

The max |F| comes out at 0.012 Eh/bohr. For the frontier orbital gap, the calculation gives 0.383 hartree. The SMILES is C#C/C(C)=N/C.

The geometry in ORCA input format:
```
! wB97M-V def2-TZVPD RIJCOSX def2/J DEFGRID3
* xyz 0 1
C 2.415 -1.384 -1.012
C 1.364 -0.818 -0.850
C 0.173 -0.166 -0.343
C 0.011 1.303 -0.670
N -0.517 -0.899 0.434
C -1.503 -0.350 1.327
H 3.339 -1.907 -1.089
H 0.215 1.471 -1.732
H 0.737 1.894 -0.102
H -0.994 1.671 -0.448
H -1.106 -0.538 2.332
H -1.702 0.726 1.235
H -2.440 -0.907 1.242
*
```

***

[5]
Molecular formula: C5H7N
Method: DFT, ωB97M-V with the def2-TZVPD basis set

The max |F| comes out at 0.012 Eh/bohr. For the frontier orbital gap, the calculation gives 0.382 hartree. The SMILES is C#C[C@]1(C)CN1.

The geometry in ORCA input format:
```
! wB97M-V def2-TZVPD RIJCOSX def2/J DEFGRID3
* xyz 0 1
C 2.238 -1.185 -0.012
C 1.127 -0.716 -0.086
C -0.128 0.051 -0.040
C -0.076 1.384 -0.828
C -0.971 -0.276 1.168
N -1.478 -0.534 -0.163
H 3.203 -1.653 0.057
H 0.849 1.461 -1.418
H -0.180 2.303 -0.234
H -0.903 1.343 -1.550
H -0.741 -1.161 1.766
H -1.434 0.497 1.773
H -1.506 -1.514 -0.432
*
```

***

[6]
Molecular formula: C5H7N
Method: DFT, ωB97M-V with the def2-TZVPD basis set

The max |F| comes out at 0.046 Eh/bohr. For the frontier orbital gap, the calculation gives 0.360 hartree. The SMILES is C#C[C@@H]1N[C@@H]1C.

The geometry in ORCA input format:
```
! wB97M-V def2-TZVPD RIJCOSX def2/J DEFGRID3
* xyz 0 1
C 2.816 -0.203 0.003
C 1.738 0.251 -0.293
C 0.433 0.699 -0.754
N -0.474 1.399 0.141
C -0.920 0.101 -0.319
C -1.484 -0.987 0.597
H 3.746 -0.654 0.278
H 0.474 1.179 -1.732
H 0.209 1.766 0.776
H -1.570 0.182 -1.208
H -0.913 -0.995 1.522
H -2.541 -0.756 0.853
H -1.513 -1.982 0.134
*
```

***

[7]
Molecular formula: C5H7N
Method: DFT, ωB97M-V with the def2-TZVPD basis set

The max |F| comes out at 0.095 Eh/bohr. For the frontier orbital gap (alpha / beta), the calculation gives 0.292 / 0.296 hartree.

The geometry in ORCA input format:
```
! wB97M-V def2-TZVPD RIJCOSX def2/J DEFGRID3
* xyz 0 1
C -0.047 0.167 -1.776
C 0.964 -0.790 -1.146
C 0.375 -0.990 0.239
C -0.825 0.060 0.271
C -0.813 1.264 1.136
N -1.131 0.399 -1.348
H 1.071 -1.752 -1.775
H 1.885 -0.295 -1.208
H 0.088 -2.014 0.625
H 1.202 -0.707 0.960
H -0.053 1.402 1.779
H -1.692 1.240 1.864
H -1.024 2.019 0.380
*
```

***

[8]
Molecular formula: C5H7N
Method: DFT, ωB97M-V with the def2-TZVPD basis set

The max |F| comes out at 0.073 Eh/bohr. For the frontier orbital gap, the calculation gives 0.237 hartree.

The geometry in ORCA input format:
```
! wB97M-V def2-TZVPD RIJCOSX def2/J DEFGRID3
* xyz 0 1
C -0.125 -1.652 -1.309
C 0.132 -0.569 -0.549
C 0.120 0.820 -0.868
N -0.089 1.488 0.410
C 0.263 0.530 1.463
C 0.366 -0.667 0.903
H -1.289 1.552 0.607
H -0.348 -1.550 -2.364
H -0.076 -2.641 -0.879
H -0.506 1.243 -1.653
H 0.451 2.378 0.484
H 0.329 0.880 2.485
H 0.530 -1.592 1.441
*
```

***

[9]
Molecular formula: C5H7N
Method: DFT, ωB97M-V with the def2-TZVPD basis set

The max |F| comes out at 0.083 Eh/bohr. For the frontier orbital gap, the calculation gives 0.308 hartree.

The geometry in ORCA input format:
```
! wB97M-V def2-TZVPD RIJCOSX def2/J DEFGRID3
* xyz 0 1
C -0.531 1.427 -0.507
C 0.411 0.199 1.293
C -0.865 0.679 0.627
C 0.146 -0.343 -0.001
C 0.209 -1.698 -0.590
N -0.331 2.362 -1.263
H 1.163 1.074 1.445
H 0.550 -0.347 2.290
H -1.931 0.691 0.933
H 0.457 -1.738 -1.705
H -0.709 -2.317 -0.354
H 1.065 -2.241 -0.145
H 0.365 2.253 -2.023
*
```

***

[10]
Molecular formula: C5H7N
Method: DFT, ωB97M-V with the def2-TZVPD basis set

The max |F| comes out at 0.004 Eh/bohr. For the frontier orbital gap, the calculation gives 0.332 hartree. The SMILES is Cc1ccc[nH]1.

The geometry in ORCA input format:
```
! wB97M-V def2-TZVPD RIJCOSX def2/J DEFGRID3
* xyz 0 1
C -0.421 1.027 1.579
C -0.161 0.212 0.351
C -1.027 -0.305 -0.582
C -0.254 -0.967 -1.579
C 1.063 -0.835 -1.223
N 1.110 -0.118 -0.053
H -0.315 0.449 2.506
H 0.258 1.887 1.641
H -1.441 1.421 1.549
H -2.106 -0.210 -0.551
H -0.625 -1.470 -2.462
H 1.971 -1.164 -1.710
H 1.944 0.048 0.487
*
```

***

ΔE to the lowest compared entry with this formula, charge and spin readings, ordered: 120.7, 660.7, 269.3, 253.6, 314.4, 401.3, 522.9, 405.9, 480.8, 1.3 kJ/mol
Electronic energy readings, ordered: -6787.26128, -6781.66465, -6785.72120, -6785.88380, -6785.25381, -6784.35311, -6783.09314, -6784.30573, -6783.52936, -6788.49930 eV